A cluster of 4 separate species, C2H12NO3S in total in a non-equilibrium geometry, computed with ωB97M-V with the def2-TZVPD basis set.

Structure (XYZ):
```
19
Properties=species:S:1:pos:R:3:forces:R:3
C 2.405 0.775 -0.396 3.523 -2.421 0.945
C 1.331 1.563 0.449 0.927 0.508 -0.591
S -0.352 0.970 0.323 0.355 0.275 0.220
N 2.100 -0.514 -1.206 -1.487 2.964 -0.264
H 3.198 0.319 0.481 -1.825 1.622 -2.594
H 3.036 1.521 -1.104 -1.609 -1.726 1.712
H 1.327 2.621 -0.043 -0.188 -1.505 1.424
H 1.690 1.571 1.561 -0.919 0.396 -2.048
H 1.123 -0.765 -1.322 -0.208 0.918 0.040
H 2.476 -1.371 -0.923 1.446 -0.856 1.161
H -2.309 -0.611 0.165 -0.570 -0.289 -0.191
H -3.460 0.145 -0.404 -0.628 1.657 -0.552
O -3.225 -0.720 -0.150 1.073 -1.465 0.734
H -5.891 -2.620 3.623 0.078 0.632 1.046
H -5.458 -1.578 2.834 1.030 1.544 -4.045
O -5.601 -1.685 3.717 -1.081 -2.167 2.975
H 4.780 0.142 -2.877 1.117 0.034 -0.083
H 3.540 -0.426 -2.939 -4.632 0.287 0.689
O 4.384 -0.708 -3.078 3.597 -0.407 -0.578
```
Forces are in eV/Å.

The largest force on an atom comes out at 0.0912 hartree/bohr. As for the spin multiplicity: 2. The value obtained for the HOMO energy (spin up / spin down) is -0.358 / -0.354 hartree. The value obtained for the frontier orbital gap (spin up / spin down) is 10.27 / 7.01 eV. As for the relative energy (zero: lowest compared OMol25 entry of this formula, charge and spin): 41.51 kcal per mole.



A structure of composition C12H6BeN2O5S4 in a non-equilibrium geometry, computed with ωB97M-V with the def2-TZVPD basis set.

Structure (XYZ):
```
30
Properties=species:S:1:pos:R:3:forces:R:3
Be 0.010 -1.808 0.396 -0.673 -0.443 -0.510
O 3.511 -1.094 4.799 -0.481 0.054 -0.682
C 2.771 -1.152 3.827 0.627 -0.025 0.939
C 3.166 -1.629 2.451 0.812 -0.155 -0.338
O 4.306 -1.910 2.092 -0.683 0.144 0.189
C 1.913 -1.660 1.712 -0.130 -0.090 0.094
C 0.842 -1.195 2.501 0.329 -0.080 0.269
O -0.315 -1.206 1.955 -0.075 0.087 -0.146
C 1.304 -0.800 3.821 -0.509 0.393 0.489
O 0.683 -0.290 4.752 0.282 -0.267 -0.433
O 1.613 -2.044 0.527 0.367 0.230 0.195
S -1.321 -4.952 -2.601 -0.617 -0.768 -0.181
C -0.688 -3.707 -1.679 0.099 -0.315 -0.914
S 0.561 -2.778 -2.310 0.589 0.675 -0.120
S -1.345 -3.355 -0.133 0.031 0.514 0.977
N -1.280 4.521 -1.818 -0.175 -0.710 0.218
C -1.797 3.324 -2.255 -0.952 2.023 -1.174
S -2.989 3.390 -3.424 0.334 -0.001 0.242
C -1.285 2.097 -1.728 0.931 -2.020 1.037
C -0.265 2.037 -0.754 -0.597 0.594 -0.720
C 0.122 0.826 -0.238 0.131 -0.487 0.267
N -0.419 -0.341 -0.600 -0.189 0.628 -0.053
C -1.364 -0.305 -1.548 0.140 -0.644 0.127
C -1.809 0.852 -2.133 0.081 1.098 0.071
H -1.793 5.334 -2.123 0.048 -0.130 0.002
H -0.884 4.567 -0.893 0.124 -0.027 -0.047
H 0.225 2.932 -0.395 0.072 -0.011 0.038
H 0.885 0.781 0.526 0.045 -0.051 0.042
H -1.785 -1.256 -1.838 0.068 -0.165 0.093
H -2.576 0.820 -2.891 -0.030 -0.051 0.030
```
Forces are in eV/Å.

The largest force on an atom comes out at 0.0491 hartree/bohr. The value obtained for the HOMO energy (spin up / spin down) is -0.025 / -0.025 hartree. The value obtained for the frontier orbital gap (spin up / spin down) is 3.49 / 3.48 eV. As for the total charge: -2. As for the relative energy (zero: lowest compared OMol25 entry of this formula, charge and spin): 0.00 kcal per mole.



A cluster of 12 separate species, C36H96O36S12 in total in a non-equilibrium geometry, computed with ωB97M-V with the def2-TZVPD basis set.

Structure (XYZ):
```
180
Properties=species:S:1:pos:R:3:forces:R:3
C 6.520 11.979 11.133 -0.108 0.481 -0.447
C 5.634 11.650 9.920 0.590 -0.067 1.103
O 6.435 11.065 8.897 0.364 -2.700 -1.294
S 6.357 9.371 8.659 -1.958 1.507 1.021
C 4.519 9.284 8.220 1.211 0.056 -0.304
O 7.169 9.026 7.530 -0.519 0.685 0.624
O 6.551 8.725 9.936 -0.086 0.536 -0.929
H 5.992 12.693 11.764 -0.076 -0.198 0.266
H 7.434 12.485 10.822 -0.029 0.004 -0.230
H 6.832 11.097 11.693 -0.311 -0.038 -0.062
H 4.829 11.000 10.261 -0.019 -0.144 -0.193
H 5.184 12.534 9.468 0.097 0.072 0.090
H 4.363 9.973 7.389 0.193 0.008 0.049
H 3.878 9.577 9.050 0.397 -0.177 0.071
H 4.279 8.278 7.876 0.247 -0.026 0.226
C 6.577 11.055 0.461 -0.482 -0.438 0.379
C 7.007 9.621 0.838 0.547 0.446 0.513
O 7.126 8.703 -0.273 0.379 -0.560 -0.897
S 7.951 7.292 -0.205 2.044 1.039 1.040
C 6.962 6.338 1.080 0.712 0.582 -0.980
O 7.862 6.651 -1.527 -0.105 1.457 2.726
O 9.284 7.639 0.401 -3.392 -1.260 -1.624
H 5.585 11.049 0.009 0.044 0.209 0.029
H 7.223 11.753 -0.072 0.451 -0.938 -0.664
H 6.559 11.588 1.411 -0.598 -0.210 0.346
H 7.906 9.749 1.441 0.549 -0.578 -0.496
H 6.304 9.150 1.525 -0.435 0.361 -0.031
H 7.571 6.329 1.984 0.070 -0.258 -0.251
H 6.791 5.365 0.620 0.120 0.016 0.300
H 6.014 6.823 1.310 0.095 0.128 -0.386
C 0.182 1.547 1.502 -0.260 -0.713 -0.858
C -1.092 0.596 1.444 0.995 1.845 0.772
O -0.894 -0.465 0.518 -0.296 -2.025 0.058
S -1.602 -1.918 0.923 0.950 -0.598 0.027
C -3.365 -1.618 0.472 0.425 -0.898 0.097
O -1.045 -2.947 0.012 -1.324 2.663 1.913
O -1.477 -2.092 2.375 -0.335 0.276 -2.346
H 0.541 1.807 0.506 -0.283 -0.296 -0.352
H 1.052 1.087 1.970 -0.296 -0.253 0.271
H 0.043 2.535 1.941 -0.616 -0.302 0.449
H -1.291 0.217 2.446 0.050 -0.118 -0.102
H -1.963 1.163 1.113 -0.007 0.145 -0.022
H -3.792 -0.632 0.655 0.709 0.148 -0.007
H -3.952 -2.310 1.075 0.230 -0.153 0.067
H -3.453 -1.930 -0.568 0.055 0.273 0.027
C -6.245 -5.392 6.216 1.454 -0.200 -1.210
C -7.521 -5.017 6.814 0.400 0.242 0.781
O -7.889 -3.711 6.392 -0.195 2.075 0.052
S -7.074 -2.373 6.947 -0.515 0.093 -1.257
C -8.447 -1.162 6.850 1.019 -1.009 -0.176
O -6.787 -2.585 8.344 0.485 -0.040 -0.791
O -6.056 -1.988 5.955 -1.654 -0.866 1.982
H -5.531 -4.582 6.363 0.292 -0.244 0.435
H -6.269 -5.476 5.129 -0.193 -0.475 -0.035
H -5.931 -6.308 6.717 0.424 -0.060 -0.376
H -8.310 -5.711 6.524 -0.267 0.370 0.332
H -7.264 -5.020 7.873 -1.061 0.064 0.393
H -9.086 -1.314 7.720 0.017 -0.082 -0.254
H -8.925 -1.365 5.892 -0.150 0.240 0.186
H -7.968 -0.183 6.876 -0.059 -0.103 -0.073
C 2.351 -2.669 7.826 -1.328 -0.658 0.726
C 3.326 -3.772 7.518 -0.744 1.754 0.375
O 4.532 -3.309 8.132 2.950 0.071 -0.751
S 5.771 -2.661 7.234 -1.503 1.189 -0.127
C 6.207 -4.222 6.300 0.564 1.068 0.997
O 5.174 -1.642 6.333 1.319 -2.422 1.527
O 6.808 -2.216 8.175 -1.957 -1.470 -1.813
H 2.474 -2.304 8.845 0.237 0.051 -0.068
H 1.420 -3.234 7.862 -0.750 0.732 -0.410
H 2.360 -1.833 7.127 -0.038 -0.263 -0.001
H 3.016 -4.683 8.030 0.410 -0.101 -0.182
H 3.253 -3.849 6.433 1.045 -0.506 -0.100
H 6.856 -3.935 5.473 -0.253 -0.066 -0.027
H 5.323 -4.794 6.020 -0.016 0.531 -0.140
H 6.771 -4.813 7.022 0.056 0.093 -0.012
C -3.217 -10.055 -5.222 0.970 0.265 -0.891
C -3.368 -10.220 -6.753 -0.530 -0.130 0.310
O -2.353 -11.129 -7.225 0.524 -1.412 -1.592
S -2.461 -11.975 -8.675 -0.862 -1.358 0.570
C -3.199 -13.545 -8.019 0.859 0.454 0.702
O -3.455 -11.381 -9.568 1.914 -0.172 1.217
O -1.091 -12.344 -9.059 -2.565 1.433 0.649
H -3.115 -10.994 -4.677 -0.210 -0.158 -0.317
H -4.034 -9.481 -4.785 0.011 0.029 -0.232
H -2.278 -9.519 -5.087 -0.053 0.128 0.397
H -4.378 -10.583 -6.944 0.066 -0.190 -0.441
H -3.187 -9.306 -7.319 -0.369 0.221 0.378
H -2.361 -13.905 -7.422 -0.069 -0.279 -0.039
H -3.496 -14.311 -8.736 0.334 0.548 -0.488
H -4.032 -13.415 -7.328 -0.018 0.620 -0.216
C -15.267 2.815 -0.481 -1.208 0.580 1.566
C -14.150 2.131 -1.142 0.808 0.429 -1.803
O -13.880 0.869 -0.570 0.480 -1.638 0.657
S -12.555 0.086 -1.082 -0.514 -0.261 -0.562
C -12.964 -0.172 -2.940 0.059 -0.130 1.447
O -11.491 1.069 -1.029 -0.528 -1.257 -0.111
O -12.468 -1.194 -0.366 -0.412 2.647 -1.491
H -15.473 3.788 -0.927 0.017 -0.166 -0.352
H -15.128 3.039 0.576 0.510 -0.120 0.093
H -16.176 2.212 -0.480 -0.051 -0.015 -0.378
H -14.452 1.977 -2.178 -0.086 -0.203 -0.282
H -13.237 2.719 -1.229 0.048 0.100 0.517
H -13.984 -0.458 -3.196 -0.165 -0.212 0.873
H -12.323 -1.015 -3.199 0.269 0.468 -0.320
H -12.828 0.777 -3.458 0.777 -0.222 0.149
C -3.708 2.642 -4.076 -0.574 -0.217 0.141
C -4.480 2.048 -5.220 0.749 1.189 -1.742
O -4.846 0.717 -4.999 -0.442 -2.705 -0.373
S -4.404 -0.487 -6.089 1.052 0.941 1.039
C -2.555 -0.445 -5.827 -0.702 0.395 -0.450
O -4.920 -1.736 -5.616 0.031 0.893 0.236
O -4.719 -0.051 -7.421 0.299 0.038 0.669
H -3.458 3.676 -4.316 0.289 -0.108 -0.057
H -2.828 2.024 -3.898 0.077 0.327 0.294
H -4.364 2.683 -3.207 0.261 -0.172 0.252
H -5.325 2.679 -5.497 -0.509 -0.313 0.368
H -3.884 2.097 -6.131 0.330 -0.016 -0.113
H -2.204 0.226 -6.611 0.155 -0.195 -0.023
H -2.101 -1.433 -5.907 -0.439 -0.015 -0.285
H -2.254 -0.029 -4.866 -0.562 -0.043 0.052
C 3.896 1.962 -5.969 -0.483 -0.101 -0.082
C 3.910 3.277 -6.720 0.653 -0.002 0.087
O 3.427 3.107 -8.076 -0.664 1.153 -0.781
S 2.390 4.231 -8.739 -0.221 -0.448 2.894
C 3.417 5.736 -8.465 -0.634 -0.803 0.087
O 2.209 3.905 -10.110 0.591 0.065 0.030
O 1.221 4.253 -7.865 1.429 0.418 -0.994
H 4.006 2.236 -4.920 -0.004 -0.389 0.117
H 4.666 1.243 -6.251 0.276 0.397 -0.113
H 2.965 1.421 -6.133 -0.230 0.274 0.243
H 3.430 4.068 -6.145 -0.896 -0.238 -0.293
H 4.938 3.641 -6.728 0.268 -0.072 -0.597
H 4.419 5.469 -8.801 -0.144 0.282 -0.194
H 3.420 5.925 -7.392 -0.004 -0.205 -0.050
H 2.979 6.617 -8.935 0.064 -0.336 -0.339
C -0.930 11.036 -2.088 -1.512 -0.360 1.032
C -1.108 11.212 -0.526 0.639 -1.082 -0.120
O -2.112 10.279 0.039 0.565 -0.168 1.131
S -2.143 10.083 1.720 0.174 -0.001 -1.232
C -2.786 11.709 2.242 0.407 -0.637 -0.084
O -3.194 9.102 1.897 1.405 0.866 -0.030
O -0.786 9.910 2.269 -2.546 0.324 -1.208
H -1.910 11.030 -2.567 -0.039 0.065 -0.070
H -0.497 10.050 -2.257 0.012 0.023 0.078
H -0.317 11.761 -2.624 0.071 0.259 0.655
H -0.141 10.866 -0.162 -0.005 0.470 0.603
H -1.406 12.163 -0.084 0.437 0.403 -0.788
H -3.345 11.547 3.164 0.411 -0.060 0.143
H -3.498 12.133 1.535 0.299 -0.280 -0.283
H -1.892 12.321 2.367 -0.311 0.177 0.171
C 3.767 -13.501 -3.896 -0.444 0.407 -0.196
C 2.581 -12.718 -3.231 1.291 -0.805 -1.526
O 2.516 -12.922 -1.832 0.912 1.263 2.431
S 3.494 -11.986 -0.782 0.051 -0.777 0.894
C 2.672 -10.342 -0.926 0.047 -1.392 0.124
O 3.300 -12.495 0.619 0.406 1.127 -4.301
O 4.842 -11.879 -1.376 -2.537 -0.273 1.177
H 4.623 -13.630 -3.233 -0.276 0.021 0.139
H 4.137 -12.939 -4.754 -0.028 0.190 0.000
H 3.467 -14.460 -4.316 -0.122 -0.111 0.389
H 2.642 -11.687 -3.581 0.105 0.346 0.687
H 1.633 -13.073 -3.634 -0.038 -0.170 0.268
H 3.175 -9.703 -0.200 0.178 0.106 -0.468
H 1.623 -10.432 -0.644 0.124 -0.291 0.079
H 2.726 -10.079 -1.983 0.346 0.383 0.291
C 6.020 -4.137 -0.303 -0.283 0.509 0.834
C 7.005 -4.470 -1.379 0.758 0.915 1.202
O 6.593 -5.692 -1.858 0.125 -2.418 -3.641
S 7.354 -6.119 -3.288 -0.090 -0.372 -0.930
C 8.736 -7.235 -2.731 -1.885 1.513 -0.161
O 6.428 -6.974 -4.010 0.780 1.162 0.941
O 7.920 -4.922 -3.945 -1.062 -2.126 1.547
H 5.024 -3.941 -0.701 0.144 0.317 -0.221
H 6.387 -3.287 0.272 -0.235 0.184 -0.051
H 5.850 -4.943 0.411 0.425 -0.233 -0.086
H 7.069 -3.707 -2.155 -0.131 -0.030 0.058
H 8.006 -4.682 -1.005 0.292 0.821 0.481
H 9.036 -7.689 -3.675 0.491 0.209 0.276
H 8.280 -7.970 -2.068 0.132 0.111 -0.027
H 9.390 -6.527 -2.221 0.518 -0.576 -0.216
```
Forces are in eV/Å.

The largest force on an atom comes out at 0.0868 hartree/bohr. The value obtained for the HOMO energy is -0.400 hartree. The SMILES is CCOS(C)(=O)=O.CCOS(C)(=O)=O.CCOS(C)(=O)=O.CCOS(C)(=O)=O.CCOS(C)(=O)=O.CCOS(C)(=O)=O.CCOS(C)(=O)=O.CCOS(C)(=O)=O.CCOS(C)(=O)=O.CCOS(C)(=O)=O.CCOS(C)(=O)=O.CCOS(C)(=O)=O. The value obtained for the frontier orbital gap is 10.97 eV. As for the relative energy (zero: lowest compared OMol25 entry of this formula, charge and spin): 247.97 kcal per mole.



A structure of composition C3H3O3Zn in a non-equilibrium geometry, computed with ωB97M-V with the def2-TZVPD basis set.

Structure (XYZ):
```
10
Properties=species:S:1:pos:R:3:forces:R:3
O 1.659 -0.112 -0.014 4.238 -1.318 0.616
O -0.801 1.415 -0.648 -2.529 1.375 -1.782
C -1.703 0.591 -0.133 0.617 -1.277 1.977
C -1.381 -0.649 0.365 -1.320 0.215 -0.972
O 3.861 -1.025 0.098 -1.641 1.178 0.112
C 3.055 -0.147 0.127 -1.136 -0.635 -0.452
Zn 0.930 1.351 -0.721 0.462 -0.386 0.103
H -2.722 0.985 0.009 0.669 0.582 0.359
H -0.974 -1.399 -0.325 1.177 0.475 0.861
H -1.926 -1.010 1.241 -0.536 -0.209 -0.822
```
Forces are in eV/Å.

The largest force on an atom comes out at 0.0871 hartree/bohr. As for the spin multiplicity: 2. The value obtained for the HOMO energy (spin up / spin down) is -0.286 / -0.288 hartree. The value obtained for the frontier orbital gap (spin up / spin down) is 5.77 / 5.77 eV. As for the relative energy (zero: lowest compared OMol25 entry of this formula, charge and spin): 59.28 kcal per mole.